(1)
This record from the Open Molecules 2025 dataset describes a molecular structure, C2H3IN3S at a distorted geometry. The level of theory is ωB97M-V/def2-TZVPD.

Output
HOMO-LUMO gap ... 9.34 eV
LUMO energy ... -4.964 eV
Total charge ... +1
HOMO ... -14.3 eV

Last column: natural (NBO) charge in e.
Atoms and positions in Å:
C: -0.78825 -1.04308 -0.17476  0.230
C: 1.24844 -0.19748 0.11550  -0.110
N: -0.14139 -2.12698 -0.07525  -0.556
N: -0.01575 0.11412 -0.05064  -0.226
N: -0.56010 1.40544 -0.04473  -0.631
S: 1.44352 -1.97452 0.12819  0.831
I: 2.76792 1.26708 0.09140  0.403
H: -1.87535 -0.81749 -0.36003  0.245
H: -1.45797 1.54500 -0.50882  0.412
H: -0.62106 1.82792 0.87914  0.404

---

(2)
This record from the Open Molecules 2025 dataset describes a molecular structure, CH22O10 at a distorted geometry. The level of theory is ωB97M-V/def2-TZVPD.

Output
HOMO-LUMO gap ... 9.64 eV
LUMO energy ... -0.482 eV
HOMO ... -10.1 eV

Last column: natural (NBO) charge in e.
Atoms and positions in Å:
O: -12.13780 13.76631 17.05671  -0.806
H: -11.57619 14.51688 17.26369  0.527
H: -12.56035 13.89333 16.20412  0.454
H: -12.87088 13.72420 17.67511  0.538
C: -13.07451 13.80824 14.33660  -0.267
O: -13.29787 13.59213 15.66389  -0.735
H: -12.09285 14.20407 14.07630  0.151
H: -13.30062 12.95204 13.70108  0.154
H: -13.75467 14.59700 14.01517  0.156
O: -11.39808 15.93462 14.65851  -0.944
H: -11.06540 15.10242 14.32236  0.475
H: -11.80241 16.35547 13.89980  0.462
O: -14.27307 16.41812 13.84223  -0.910
H: -13.53896 15.80805 13.77047  0.425
H: -14.99152 15.88931 14.18927  0.486
O: -9.91930 14.01431 13.81476  -0.917
H: -9.93699 13.57222 12.96595  0.492
H: -10.36242 13.40940 14.40970  0.478
O: -15.19596 14.07365 16.44884  -0.998
H: -15.46064 13.15467 16.48933  0.458
H: -14.40165 14.07131 15.91470  0.434
O: -12.94159 11.53914 12.21489  -0.913
H: -13.02667 12.04379 11.40599  0.466
H: -12.95497 12.19659 12.91046  0.432
O: -12.97281 13.73663 11.69679  -0.937
H: -12.22626 13.64704 11.10444  0.478
H: -12.80261 14.54729 12.17649  0.469
O: -13.44821 11.45827 15.84083  -0.951
H: -12.75286 11.70140 16.45207  0.447
H: -13.56845 12.23408 15.29322  0.468
O: -13.08921 15.81511 16.19583  -0.986
H: -12.63243 16.40674 15.59786  0.484
H: -13.28613 15.04292 15.66556  0.432

---

(3)
This record from the Open Molecules 2025 dataset describes a molecular structure, C30H24BrCrI2N4O4. The level of theory is ωB97M-V/def2-TZVPD.

Output
HOMO-LUMO gap (alpha / beta) ... 7.28 / 7.09 eV
Multiplicity ... 2
LUMO energy (alpha / beta) ... -0.468 / -0.548 eV
HOMO (alpha / beta) ... -7.7 / -7.6 eV

Last column: Mulliken spin population.
Atoms and positions in Å:
Cr: -0.12212 0.27172 -0.34871  1.084
O: 3.87053 2.37111 2.83590  0.000
C: 3.13473 3.38209 2.27950  -0.001
C: 3.52750 4.71310 2.38480  0.000
C: 2.74788 5.70718 1.82154  0.000
C: 1.57079 5.38662 1.15473  0.000
C: 1.19288 4.06097 1.05251  0.002
C: 1.96643 3.04706 1.60706  -0.008
C: 1.54900 1.61200 1.39988  -0.003
O: 1.31988 1.35964 0.05010  -0.014
N: 0.30048 1.37553 2.16961  -0.007
N: -0.45341 0.36726 1.68387  -0.047
C: -1.29498 -0.28931 2.38026  0.027
C: -2.19973 -1.27457 1.79030  -0.003
Br: -2.17215 -1.43112 -0.10191  -0.008
C: -2.97646 -2.02960 2.57387  0.015
C: -3.94458 -3.07953 2.23169  -0.001
C: -4.84041 -2.97593 1.16859  0.003
C: -5.73888 -3.99963 0.91161  -0.001
C: -5.75392 -5.13647 1.70556  0.002
C: -4.87896 -5.24009 2.77794  -0.001
C: -3.99116 -4.21242 3.04639  0.003
H: 4.72794 2.71432 3.10795  0.000
H: 4.44506 4.96232 2.90582  0.000
H: 3.06300 6.73928 1.90454  0.000
H: 0.96555 6.16490 0.71059  0.000
H: 0.29383 3.78145 0.51490  0.000
H: 2.32741 0.93239 1.76825  -0.002
H: 0.41878 1.38796 3.17806  0.001
H: -1.39294 -0.12628 3.45249  0.000
H: -2.83094 -1.87192 3.63938  0.000
H: -4.85621 -2.08690 0.55526  0.000
H: -6.43480 -3.90411 0.08854  0.000
H: -6.45344 -5.93499 1.49688  0.000
H: -4.89128 -6.11892 3.40889  0.000
H: -3.31512 -4.29067 3.88931  0.000
O: -1.42282 1.47944 -0.74454  -0.007
C: -1.46533 2.33129 -1.77156  0.013
C: -2.26522 3.47025 -1.63031  -0.006
C: -2.36936 4.39535 -2.65122  0.001
C: -1.68793 4.21009 -3.85044  -0.002
C: -0.90315 3.08487 -4.00521  -0.001
C: -0.76898 2.13941 -2.98375  0.008
C: 0.06917 0.97462 -3.23223  -0.007
N: 0.35311 0.14760 -2.30272  -0.017
N: 1.14650 -0.94370 -2.63154  -0.006
C: 1.35768 -1.64616 -1.56073  0.004
O: 0.82092 -1.37175 -0.39691  -0.021
C: 2.27291 -2.80978 -1.63162  -0.002
C: 2.98907 -3.06910 -2.79778  0.000
C: 3.84928 -4.15212 -2.85517  0.000
C: 4.00199 -4.97965 -1.75027  0.000
C: 3.29396 -4.72008 -0.58613  0.000
C: 2.43167 -3.63618 -0.52413  0.000
H: -2.79744 3.60124 -0.69745  0.000
H: -2.99319 5.26948 -2.51281  0.000
H: -1.77080 4.93246 -4.65045  0.000
H: -0.36776 2.92079 -4.93287  0.000
H: 0.46116 0.80549 -4.23148  0.000
H: 2.86803 -2.41066 -3.64635  0.000
H: 4.40747 -4.34929 -3.76099  0.000
H: 4.67735 -5.82441 -1.79622  0.000
H: 3.41505 -5.36167 0.27706  0.000
H: 1.87487 -3.41628 0.37622  0.001
I: 3.65302 1.34358 -1.20880  -0.001
I: 5.98858 1.25047 -2.50553  0.000

---

(4)
This record from the Open Molecules 2025 dataset describes a gas-phase ion, C6H12N2O (charge +2) at a distorted geometry. The level of theory is ωB97M-V/def2-TZVPD.

Output
HOMO-LUMO gap (alpha / beta) ... 8.33 / 6.76 eV
Multiplicity ... 3
LUMO energy (alpha / beta) ... -8.199 / -13.481 eV
Total charge ... +2
HOMO (alpha / beta) ... -16.5 / -20.2 eV

Last column: Mulliken spin population.
Atoms and positions in Å:
C: -1.29219 -1.61195 -0.03463  0.446
C: -2.45675 -0.70443 -0.17926  -0.003
C: 0.40484 0.21826 -0.10136  0.474
C: 2.78746 -0.67565 0.16347  0.035
C: -1.85897 0.83647 0.11695  0.037
C: 1.87129 0.47358 -0.18630  -0.009
N: -0.12246 -1.09357 0.03219  -0.018
N: -0.43161 1.18532 -0.05185  0.531
O: -0.01514 2.41447 0.18387  0.286
H: -1.35931 -2.72310 0.08466  -0.001
H: -3.31517 -0.81373 0.35289  0.013
H: 3.86109 -0.39014 0.07430  0.000
H: 2.71527 -1.55365 -0.49495  0.002
H: 2.49241 -0.98231 1.14524  0.007
H: -2.17806 1.13119 1.13323  0.038
H: -2.35728 1.55431 -0.40910  0.022
H: -2.92634 -0.70374 -1.22339  0.047
H: 2.24169 0.67078 -1.19547  0.073
H: 1.88657 1.44445 0.42418  0.037
H: 0.72341 -1.72291 0.06514  -0.012
H: -0.67076 3.04636 0.10017  -0.004

---

The following total energy values (in a.u.) correspond, in order, to the records above: -937.84303; -803.23208; -5891.49534; -419.66111.